Entry 1:
Below is a cluster of 2 separate species, C14H20F3N2O2 in total at a distorted geometry, with properties calculated with wB97M-V/def2-TZVPD.

The geometry in ORCA input format:
```
! wB97M-V def2-TZVPD RIJCOSX def2/J DEFGRID3
* xyz 1 1
C -1.346 2.429 2.084
N -1.432 0.973 1.925
C -1.287 0.178 3.146
C -1.508 0.458 0.714
C -1.888 -0.901 0.369
C -2.609 -1.762 1.238
C -2.794 -3.096 0.918
C -2.341 -3.588 -0.302
C -2.573 -5.034 -0.631
F -2.637 -5.251 -1.978
F -1.575 -5.837 -0.138
F -3.749 -5.494 -0.098
C -1.714 -2.752 -1.225
C -1.513 -1.422 -0.899
H -1.175 2.648 3.141
H -0.521 2.834 1.480
H -2.281 2.903 1.750
H -0.725 0.785 3.866
H -2.270 -0.052 3.583
H -0.745 -0.756 2.952
H -1.353 1.173 -0.105
H -3.014 -1.394 2.182
H -3.307 -3.753 1.617
H -1.396 -3.140 -2.189
H -1.025 -0.766 -1.622
C 4.175 4.199 -2.154
C 4.241 2.695 -2.080
O 2.872 2.201 -1.952
C 2.768 1.070 -1.239
C 1.332 0.570 -1.121
N 1.022 0.273 0.267
O 3.707 0.481 -0.729
H 5.145 4.581 -2.481
H 3.400 4.554 -2.839
H 3.975 4.608 -1.157
H 4.671 2.259 -2.990
H 4.822 2.377 -1.211
H 0.669 1.340 -1.535
H 1.291 -0.333 -1.747
H 0.841 -0.730 0.363
H 1.846 0.474 0.826
*
```

Properties
* gap between HOMO and LUMO: 8.499 eV
* energy relative to the best compared isomer or geometry (same formula, charge and spin): 0.000 eV

---

Entry 2:
Below is a structure of composition C14H20LaN3O3 at a distorted geometry, with properties calculated with wB97M-V/def2-TZVPD.

The geometry in ORCA input format:
```
! wB97M-V def2-TZVPD RIJCOSX def2/J DEFGRID3
* xyz 2 1
C 3.973 -0.099 0.533
C 2.489 0.258 0.180
C 2.060 -0.326 -1.202
N 0.610 -0.448 -1.378
N 0.139 -1.713 -0.981
C -0.379 -1.653 0.407
C -1.843 -2.182 0.565
C -2.775 -1.760 -0.599
C -2.808 -0.239 -0.878
O -2.616 0.121 -2.021
N -3.095 0.745 0.110
C -2.131 1.815 0.103
C -1.103 1.837 1.069
C -0.096 2.821 1.124
C -0.101 3.850 0.160
C -1.142 3.852 -0.794
C -2.154 2.871 -0.841
C 0.528 -2.538 1.295
O 0.795 -3.846 0.966
O 1.016 -2.144 2.317
H 4.640 0.388 -0.210
H 4.262 0.343 1.508
H 4.160 -1.201 0.555
H 1.833 -0.035 1.019
H 2.468 1.360 0.082
H 2.634 -1.275 -1.419
H 2.404 0.412 -1.960
H 0.449 -0.377 -2.384
H 0.900 -2.405 -1.053
H -0.281 -0.624 0.790
H -2.236 -1.837 1.541
H -1.817 -3.294 0.621
H -2.574 -2.279 -1.550
H -3.810 -2.055 -0.304
H -3.214 0.348 1.040
H -1.096 1.034 1.833
H 0.648 2.732 1.930
H 0.705 4.592 0.207
H -1.123 4.665 -1.538
H -2.936 2.928 -1.611
La 2.616 -4.642 0.772
*
```

Properties
* gap between HOMO and LUMO: 2.544 eV

---

Entry 3:
Below is a cluster of 2 separate species, C14H20N2O in total at a distorted geometry, with properties calculated with wB97M-V/def2-TZVPD.

The geometry in ORCA input format:
```
! wB97M-V def2-TZVPD RIJCOSX def2/J DEFGRID3
* xyz 0 1
C -0.245 -1.013 2.668
C -0.065 0.478 2.511
C 1.452 -1.247 1.035
C -2.166 -3.003 1.238
C -0.850 -2.454 0.682
O -0.689 -2.796 -0.496
N 0.085 -1.772 1.500
H 0.499 -1.139 3.414
H -1.210 -1.330 3.090
H -1.105 0.929 2.670
H -0.161 0.747 1.635
H 1.463 -0.216 0.526
H -2.549 -2.235 1.991
H 0.765 1.071 3.087
H 2.306 -1.250 1.806
H 1.885 -1.366 0.135
H -2.991 -2.997 0.387
H -1.873 -4.034 1.416
C 2.809 0.864 -2.703
C -0.663 0.677 -1.284
C 0.461 1.492 -1.592
C 1.325 0.630 -2.300
C 0.796 -0.618 -2.335
C -1.840 1.205 -0.703
C -1.693 2.559 -0.271
C -0.537 3.313 -0.456
C 0.456 2.864 -1.215
N -0.477 -0.593 -1.725
H -2.597 0.487 -0.460
H -2.576 3.075 0.288
H -1.107 -1.387 -1.624
H -0.521 4.448 -0.176
H 0.888 -1.478 -2.984
H 1.263 3.513 -1.525
H 3.375 0.739 -1.694
H 2.755 1.757 -3.272
H 3.331 0.082 -3.263
*
```

Properties
* SMILES: Cc1c[nH]c2ccccc12.CCN(C)C(C)=O
* gap between HOMO and LUMO: 8.499 eV
* energy relative to the best compared isomer or geometry (same formula, charge and spin): 5.615 eV

---

Entry 4:
Below is a cluster of 2 separate species, C14H20N2O3PS in total at a distorted geometry, with properties calculated with wB97M-V/def2-TZVPD.

The geometry in ORCA input format:
```
! wB97M-V def2-TZVPD RIJCOSX def2/J DEFGRID3
* xyz 1 1
C -1.864 1.833 1.739
C -1.144 1.121 1.081
C -0.019 0.310 0.507
C -0.248 0.016 -1.004
C 0.472 0.700 -2.046
P 1.724 2.056 -1.725
N 3.094 1.500 -1.197
C 0.239 0.384 -3.400
C -0.682 -0.579 -3.724
N -1.343 -1.207 -2.748
C -1.178 -0.947 -1.438
C -2.069 -1.738 -0.488
C -3.399 -0.987 -0.121
C -4.005 -0.114 -1.281
S -3.919 1.702 -0.983
H -2.447 2.317 2.507
H 0.922 0.861 0.679
H 0.029 -0.603 1.125
H 1.069 2.916 -0.796
H 1.815 2.810 -2.926
H 3.211 1.918 -0.269
H 0.748 0.908 -4.211
H -0.898 -0.825 -4.768
H -2.027 -1.904 -3.031
H -1.442 -1.973 0.390
H -2.344 -2.722 -0.916
H -3.169 -0.348 0.746
H -4.182 -1.702 0.181
H -3.627 -0.361 -2.282
H -5.088 -0.331 -1.310
H -4.362 1.804 0.298
C 3.241 -1.240 3.875
C 4.234 -1.242 2.742
O 3.886 -0.057 2.023
C 3.258 0.779 2.886
O 2.986 1.912 2.654
O 2.974 0.149 4.055
H 3.639 -1.682 4.786
H 2.307 -1.747 3.614
H 5.266 -1.156 3.084
H 4.144 -2.123 2.109
*
```

Properties
* gap between HOMO and LUMO: 7.137 eV
* energy relative to the best compared isomer or geometry (same formula, charge and spin): 0.000 eV

---

Entry 5:
Below is a cluster of 2 separate species, C14H20N2O4 in total at a distorted geometry, with properties calculated with wB97M-V/def2-TZVPD.

The geometry in ORCA input format:
```
! wB97M-V def2-TZVPD RIJCOSX def2/J DEFGRID3
* xyz 0 1
C -0.362 3.246 -0.137
C 0.146 2.623 0.895
C -0.347 1.417 1.783
N -1.395 0.821 1.017
H -1.080 0.503 -0.101
C -1.778 -0.213 1.729
C -2.898 -0.831 0.994
O -2.338 -1.804 -0.171
C -2.621 -1.166 -1.398
C -1.658 -1.433 -2.425
O -0.402 -0.582 -2.148
C 0.609 -0.751 -1.382
C 0.520 -1.758 -0.700
C 1.619 -1.807 0.496
C 2.651 -0.911 0.358
C 2.531 0.378 -0.430
C 1.357 0.417 -1.466
N 1.426 1.566 -2.242
O 0.394 1.554 -2.802
O 2.443 2.245 -2.167
H 3.313 0.968 -0.525
C 3.836 -0.772 1.557
H 3.385 -0.983 2.558
H 4.410 0.112 1.469
H 4.462 -2.065 1.245
H 1.604 -2.675 1.117
H -0.260 -2.423 -0.621
H -1.270 -2.578 -2.150
H -1.979 -1.136 -3.381
H -2.844 0.051 -1.262
H -3.623 -1.578 -1.664
H -3.641 -0.440 0.688
H -3.318 -1.851 1.731
H -2.198 0.070 2.625
H -0.954 -0.979 1.927
H -0.587 1.859 2.851
H 0.622 0.697 1.847
H 1.156 3.302 1.398
H 0.170 4.022 -0.684
H -1.103 2.885 -0.431
*
```

Properties
* gap between HOMO and LUMO: 8.005 eV
* energy relative to the best compared isomer or geometry (same formula, charge and spin): 20.859 eV

---

Entry 6:
Below is a structure of composition C14H20N2O4S at a distorted geometry, with properties calculated with wB97M-V/def2-TZVPD.

The geometry in ORCA input format:
```
! wB97M-V def2-TZVPD RIJCOSX def2/J DEFGRID3
* xyz 0 1
O 2.918 0.999 -0.673
C 2.331 0.717 -1.955
C 0.780 0.498 -1.736
C 0.254 -0.986 -1.935
C 1.308 -2.129 -1.672
C 1.926 -2.137 -0.237
C 1.116 -1.919 1.029
C 1.797 -1.930 2.322
C 3.277 -2.141 2.407
N 4.011 -2.132 3.599
S 5.584 -2.397 3.078
N 5.466 -2.525 1.402
C 4.111 -2.362 1.162
C 3.368 -2.366 -0.152
H 3.689 0.435 -0.494
H 2.845 -0.089 -2.544
H 2.435 1.668 -2.572
H 0.246 1.143 -2.499
H 0.480 0.927 -0.731
H -0.619 -1.141 -1.237
H -0.180 -1.053 -2.980
H 2.085 -2.124 -2.488
H 0.744 -3.113 -1.774
H 0.016 -1.734 0.936
H 1.199 -1.777 3.255
H 3.979 -2.550 -1.077
C -5.735 0.930 0.117
C -4.870 1.713 -0.851
O -4.150 2.750 -0.172
C -3.054 2.354 0.487
O -2.629 1.228 0.546
O -2.522 3.425 1.088
C -1.383 3.130 1.897
H -6.381 1.602 0.685
H -6.356 0.208 -0.418
H -5.124 0.388 0.841
H -5.504 2.206 -1.589
H -4.186 1.060 -1.397
H -0.631 2.575 1.335
H -1.690 2.572 2.783
H -0.948 4.076 2.215
*
```

Properties
* gap between HOMO and LUMO: 7.880 eV
* energy relative to the best compared isomer or geometry (same formula, charge and spin): 3.118 eV

---

Entry 7:
Below is a cluster of 3 separate species, C14H21BN2O6 in total at a distorted geometry, with properties calculated with wB97M-V/def2-TZVPD.

The geometry in ORCA input format:
```
! wB97M-V def2-TZVPD RIJCOSX def2/J DEFGRID3
* xyz 0 1
O 0.014 -2.406 0.729
C 1.091 -2.959 0.455
O 2.102 -3.309 1.361
C 2.254 -2.338 2.429
C 2.382 -0.820 1.930
C 2.950 0.057 3.178
C 2.201 1.445 3.352
O 2.780 2.510 3.080
O 0.844 1.428 3.785
C 1.154 -2.518 3.614
B 1.800 -3.238 4.942
O 1.237 -2.837 6.213
O 2.835 -4.240 4.856
H 1.254 -3.262 -0.640
H 3.260 -2.580 2.932
H 3.183 -0.705 1.114
H 1.393 -0.359 1.611
H 4.062 0.295 3.025
H 2.903 -0.519 4.166
H 0.643 2.376 3.950
H 0.299 -3.189 3.279
H 0.801 -1.468 3.887
H 0.277 -2.736 6.012
H 3.701 -3.831 4.645
N -1.166 -0.187 -0.985
C -0.025 0.490 -1.318
C -0.391 1.674 -1.910
C -1.807 1.714 -1.930
C -2.257 0.554 -1.350
H -1.198 -1.091 -0.539
H 0.947 0.072 -1.107
H 0.285 2.428 -2.286
H -2.428 2.505 -2.324
H -3.257 0.192 -1.167
N -2.525 2.542 -5.196
C -3.443 3.553 -5.114
C -4.349 3.387 -6.133
C -3.966 2.228 -6.852
C -2.839 1.726 -6.249
H -1.741 2.416 -4.576
H -3.373 4.304 -4.342
H -5.195 4.027 -6.337
H -4.461 1.807 -7.715
H -2.234 0.863 -6.479
*
```

Properties
* SMILES: O=CO[C@@H](CCC(=O)O)CB(O)O.c1cc[nH]c1.c1cc[nH]c1
* gap between HOMO and LUMO: 8.238 eV

---

Entry 8:
Below is a structure of composition C14H21BrN3O3PtS at a distorted geometry, with properties calculated with wB97M-V/def2-TZVPD.

The geometry in ORCA input format:
```
! wB97M-V def2-TZVPD RIJCOSX def2/J DEFGRID3
* xyz 1 1
Pt -0.249 -0.491 0.173
Br 1.921 -2.137 2.777
C 2.669 -0.952 1.509
C 4.026 -0.706 1.614
C 4.579 0.270 0.806
C 3.741 1.014 -0.002
C 2.397 0.707 -0.033
N 1.866 -0.330 0.647
C 1.426 1.664 -0.711
O 1.860 2.666 -1.219
O 0.174 1.317 -0.653
H 4.618 -1.253 2.331
H 5.638 0.486 0.861
H 4.078 1.860 -0.585
C -4.462 -0.665 0.513
O -3.049 -0.982 0.365
C -2.153 -0.083 0.269
C -2.542 1.350 0.308
H -4.976 -1.610 0.383
H -4.776 0.043 -0.248
H -4.643 -0.271 1.509
H -2.963 1.601 -0.673
H -1.670 1.978 0.439
H -3.297 1.556 1.069
C 1.833 -5.866 1.519
C 0.383 -5.471 1.772
N -0.001 -4.226 1.117
C -0.318 -4.080 -0.161
S -0.809 -2.541 -0.766
N -0.315 -5.137 -0.970
C -0.628 -5.158 -2.400
C 0.440 -5.919 -3.165
H 2.022 -6.867 1.906
H 2.514 -5.171 2.011
H 2.069 -5.866 0.453
H 0.200 -5.335 2.837
H -0.305 -6.259 1.458
H 0.054 -3.368 1.635
H -0.059 -6.026 -0.568
H -0.695 -4.132 -2.746
H -1.608 -5.618 -2.539
H 1.419 -5.458 -3.027
H 0.208 -5.917 -4.230
H 0.495 -6.961 -2.842
*
```

Properties
* gap between HOMO and LUMO: 8.004 eV
* energy relative to the best compared isomer or geometry (same formula, charge and spin): 1.248 eV

---

Entry 9:
Below is a structure of composition C14H21CaO13 at a distorted geometry, with properties calculated with wB97M-V/def2-TZVPD.

The geometry in ORCA input format:
```
! wB97M-V def2-TZVPD RIJCOSX def2/J DEFGRID3
* xyz -3 1
Ca -1.188 0.060 1.561
C -5.044 -4.332 -1.958
C -5.193 -2.860 -1.515
O -4.377 -2.242 -0.814
O -6.185 -2.249 -1.812
H -4.169 -4.854 -1.572
H -4.871 -4.460 -3.027
H -5.961 -4.867 -1.713
C 4.739 3.024 1.572
C 3.896 2.449 2.659
O 4.413 2.228 3.833
O 2.671 2.349 2.625
H 5.521 2.301 1.340
H 5.142 3.976 1.916
H 4.000 3.205 0.792
C 0.806 -5.437 4.516
C 0.793 -4.041 4.021
O 1.361 -3.152 4.747
O 0.417 -3.832 2.891
H -0.250 -5.626 4.710
H 1.172 -5.566 5.535
H 1.213 -6.159 3.808
C -2.492 6.058 -1.524
C -3.233 4.743 -1.247
O -4.399 4.385 -1.575
O -2.625 3.878 -0.610
H -1.895 5.897 -2.421
H -1.706 6.473 -0.893
H -3.294 6.796 -1.545
C -5.427 0.815 6.510
C -4.350 0.783 5.425
O -4.798 0.918 4.239
O -3.088 0.653 5.636
H -6.475 0.730 6.221
H -5.387 1.781 7.013
H -5.352 0.066 7.298
C 5.427 -1.354 -5.542
C 4.861 -0.046 -5.042
C 3.586 0.431 -5.878
O 2.592 0.112 -5.055
C 3.008 -0.031 -3.750
O 2.218 0.028 -2.780
O 4.340 -0.179 -3.809
H 4.841 -2.263 -5.405
H 6.227 -1.491 -4.815
H 5.763 -1.470 -6.572
H 5.590 0.757 -4.925
H 3.564 0.129 -6.925
H 3.597 1.489 -6.142
*
```

Properties
* gap between HOMO and LUMO: 3.393 eV
* energy relative to the best compared isomer or geometry (same formula, charge and spin): 9.468 eV

---

Entry 10:
Below is a structure of composition C14H21Cl2NO4Pt at a distorted geometry, with properties calculated with wB97M-V/def2-TZVPD.

The geometry in ORCA input format:
```
! wB97M-V def2-TZVPD RIJCOSX def2/J DEFGRID3
* xyz -2 5
C -1.217 1.161 0.730
C -2.136 0.110 0.365
C -1.987 -0.258 -0.994
C -3.113 -0.530 1.267
C -1.151 0.626 -1.641
C -0.458 1.496 -0.637
C -0.222 2.947 -0.970
C -1.629 2.254 1.647
C -2.626 -1.447 -1.626
C -0.896 0.700 -3.083
Pt 0.607 0.134 1.472
Cl -0.168 -2.001 1.084
Cl -0.279 -0.057 3.650
O 0.876 0.940 -0.395
H -3.131 -0.046 2.250
H -2.838 -1.584 1.421
H -4.125 -0.512 0.835
H -2.353 -2.371 -1.094
H -2.299 -1.547 -2.671
H -3.720 -1.358 -1.602
H -0.525 -0.257 -3.482
H -0.155 1.481 -3.304
H -1.823 0.948 -3.625
H 0.385 2.986 -1.882
H 0.323 3.395 -0.132
H -1.171 3.464 -1.147
H -1.851 1.834 2.634
H -2.513 2.775 1.259
H -0.802 2.957 1.785
H 1.160 0.142 -0.996
O 1.508 2.000 1.928
H 2.282 2.012 1.334
O 1.880 -1.100 -1.511
C 2.438 -1.441 -0.452
C 3.350 -2.632 -0.278
C 3.959 -2.441 1.099
C 3.154 -1.317 1.752
O 3.168 -0.963 2.914
N 2.324 -0.787 0.759
H 2.772 -3.567 -0.306
H 4.098 -2.662 -1.073
H 3.902 -3.347 1.701
H 5.005 -2.135 1.017
*
```

Properties
* gap between HOMO and LUMO (spin up / spin down): 3.233 / 5.956 eV
* expectation value of S²: 6.022
* energy relative to the best compared isomer or geometry (same formula, charge and spin): 0.121 eV

---

Entry 11:
Below is a structure of composition C14H21ClPtSi at a distorted geometry, with properties calculated with wB97M-V/def2-TZVPD.

The geometry in ORCA input format:
```
! wB97M-V def2-TZVPD RIJCOSX def2/J DEFGRID3
* xyz 0 5
C -1.342 2.021 0.997
C -2.570 1.861 0.255
C -2.282 2.049 -1.131
H -3.546 1.710 0.699
C -0.863 2.236 -1.286
C -0.272 2.262 0.050
H 0.750 2.458 0.299
H -1.244 2.022 2.066
H -3.012 2.119 -1.929
H -0.335 2.435 -2.218
Pt -0.886 0.101 -0.275
Cl -1.278 -0.787 1.935
C -1.389 -2.037 -1.028
C -1.040 -1.310 -2.240
C -2.117 -0.424 -2.541
H -0.160 -1.491 -2.865
C -3.169 -0.655 -1.578
C -2.737 -1.634 -0.664
H -3.324 -2.096 0.128
H -0.823 -2.848 -0.570
H -2.165 0.208 -3.434
H -4.165 -0.209 -1.593
C 2.086 1.051 2.168
Si 2.160 -0.453 1.036
C 3.874 -0.615 0.276
C 1.852 -2.034 2.016
C 1.110 -0.288 -0.530
H 2.808 0.865 2.976
H 1.097 1.225 2.617
H 2.405 1.957 1.632
H 4.600 -0.721 1.089
H 3.921 -1.498 -0.376
H 4.113 0.277 -0.319
H 0.897 -2.005 2.554
H 1.867 -2.928 1.375
H 2.666 -2.132 2.753
H 1.390 0.531 -1.225
H 1.124 -1.225 -1.119
*
```

Properties
* gap between HOMO and LUMO (spin up / spin down): 5.820 / 6.125 eV
* expectation value of S²: 6.019